## i
# C3H8NO

A cluster of 2 separate species, C3H8NO in total (the ωB97M-V functional and the def2-TZVPD basis, OMol25).

The expectation value of S² is 0.75. As for the HOMO energy (spin up / spin down): -21.01 / -22.27 eV.

The geometry in ORCA input format:
```
! RIJCOSX wB97M-V def2-TZVPD def2/J DEFGRID3
* xyz 2 2
C 0.38995 -0.79639 -2.49867
N -0.27474 -0.30295 -1.49891
H 0.33048 -0.22410 -3.42239
H 0.45647 -1.88792 -2.55651
H -0.02024 -0.35383 -0.50324
H -0.86213 0.51163 -1.68719
C -0.72436 -0.28918 1.64425
C 0.44425 0.45895 1.86444
O 0.71006 1.51233 1.15300
H -0.70485 -1.37701 1.70294
H -1.70375 0.18101 1.55547
H 1.23085 0.21004 2.58785
H 0.72800 2.35741 1.65896
*
```

Atomic partial charges in e from the Löwdin method, atoms 1 to 2:
1. C 0.234
2. N 0.187

## ii
# C3H8NO

A cluster of 2 separate species, C3H8NO in total (the ωB97M-V functional and the def2-TZVPD basis, OMol25).

The expectation value of S² is 1.75. As for the HOMO energy (spin up / spin down): -21.96 / -23.09 eV.

The geometry in ORCA input format:
```
! RIJCOSX wB97M-V def2-TZVPD def2/J DEFGRID3
* xyz 2 2
C 0.19975 1.19470 -0.04635
C -0.73734 0.56703 -1.12298
C -0.65027 -0.80002 -1.35545
O 1.03796 -1.47538 0.84345
N -0.14838 0.75301 1.28250
H 0.18952 2.26539 -0.24433
H 1.14260 0.65317 -0.24952
H -1.50546 1.17864 -1.60099
H 0.26006 -1.37232 -1.14939
H -1.54893 -1.36517 -1.62147
H 0.30688 1.31689 2.02200
H 1.40103 -2.30101 1.27323
H 0.17524 -0.26488 1.41491
*
```

Atomic partial charges in e from the Löwdin method, atoms 1 to 2:
1. C -0.092
2. C 0.147

i (93.8 kcal/mol below the next structure)

## i
# C3H5P

A cluster of 2 separate species, C3H5P in total (the ωB97M-V functional and the def2-TZVPD basis, OMol25).

As for the HOMO energy (spin up / spin down): -6.91 / -7.76 eV.

The geometry in ORCA input format:
```
! RIJCOSX wB97M-V def2-TZVPD def2/J DEFGRID3
* xyz 0 1
C 0.88215 0.47744 -1.26415
C -0.46918 0.72248 -1.50291
C -0.01551 0.75645 -0.11025
P -0.81102 -1.51759 1.80140
H 1.77157 0.07641 -1.72631
H -1.21973 0.81859 -2.23633
H -0.22816 1.47939 0.57815
H -0.19606 -0.47502 2.43479
H 0.28594 -2.33816 2.02561
*
```

Atomic partial charges in e from the Löwdin method, atoms 1 to 2:
1. C -0.005
2. C -0.016

## ii
# C3H5P

A cluster of 3 separate species, C3H5P in total (the ωB97M-V functional and the def2-TZVPD basis, OMol25).

As for the HOMO energy: -9.56 eV.

The geometry in ORCA input format:
```
! RIJCOSX wB97M-V def2-TZVPD def2/J DEFGRID3
* xyz 0 1
C -1.18365 -1.27788 0.70454
C -0.13326 -0.82159 0.34131
C 1.49403 1.05357 0.94321
P 1.25092 0.02334 -0.28622
H -2.12549 -1.25857 1.15759
H -1.08056 -0.14573 -2.38427
H 0.93164 1.07736 1.77434
H 2.34702 1.68208 0.84287
H -1.50064 -0.33259 -3.09337
*
```

Atomic partial charges in e from the Löwdin method, atoms 1 to 2:
1. C 0.034
2. C -0.481

ii (49.0 kcal/mol below the next structure)

## i
# C2H5Cl2N

An isolated molecule of C2H5Cl2N (the ωB97M-V functional and the def2-TZVPD basis, OMol25).

As for the HOMO energy: -10.05 eV.

The geometry in ORCA input format:
```
! RIJCOSX wB97M-V def2-TZVPD def2/J DEFGRID3
* xyz 0 1
N -1.97807 -1.03433 -0.48799
C -0.77342 -1.13859 0.26622
C 0.42473 -0.17907 0.49720
Cl 0.97181 -0.14475 -1.24206
Cl 0.20961 1.45053 1.13738
H -1.49705 -1.01818 -1.47859
H -2.47331 -2.06725 -0.44797
H -0.34305 -2.18430 0.30809
H -1.12215 -1.13045 1.27946
H 1.28992 -0.65184 0.95400
*
```

Atomic partial charges in e from the Löwdin method, atoms 1 to 2:
1. N -0.045
2. C -0.523

## ii
# C2H5Cl2N

A cluster of 2 separate species, C2H5Cl2N in total (the ωB97M-V functional and the def2-TZVPD basis, OMol25).

As for the HOMO energy: -9.45 eV.

The geometry in ORCA input format:
```
! RIJCOSX wB97M-V def2-TZVPD def2/J DEFGRID3
* xyz 0 1
C 0.73407 -1.53127 0.03775
C 1.48900 -0.52668 0.43816
Cl 1.79810 1.03722 -0.13968
H 0.17023 -1.41962 -0.79387
H 0.76415 -2.32156 0.67277
H 2.03335 -0.59704 1.26964
N -1.81835 1.72842 -0.37290
Cl -2.27655 0.16778 0.24068
H -1.98595 1.60769 -1.35482
H -0.90804 1.85506 0.00227
*
```

Atomic partial charges in e from the Löwdin method, atoms 1 to 2:
1. C -0.037
2. C -0.661

i (18.4 kcal/mol below the next structure)